No. 1
66
Properties=species:S:1:pos:R:3:forces:R:3 method="wB97M-V/def2-TZVPD" relative_energy_kj_mol=0.0 molar_mass_g_mol=721.222 fmax_ha_per_bohr=0.012 total_charge=+4 homo_ev="-20.78 / -20.79"
Pt -1.116 0.348 0.967 -0.1 -0.3 0.2
Br -2.253 2.348 0.176 0.0 0.1 0.0
C -1.206 3.563 1.183 0.1 -0.2 0.1
C -1.551 4.944 1.194 0.0 0.0 0.0
C -0.777 5.807 1.925 -0.1 0.0 -0.1
C 0.339 5.314 2.642 0.1 0.0 0.0
C 0.664 3.948 2.613 0.0 -0.1 0.0
C 1.770 3.464 3.306 0.0 0.1 0.0
C 2.108 2.067 3.261 0.0 -0.1 0.0
C 1.335 1.195 2.567 0.0 0.0 0.0
C 0.138 1.606 1.842 0.2 0.2 0.2
C -0.140 3.026 1.867 0.0 0.1 -0.1
H -2.411 5.306 0.641 0.0 0.0 0.0
H -1.017 6.863 1.957 0.0 0.0 0.0
H 0.945 6.002 3.223 0.0 0.0 0.0
H 2.396 4.144 3.879 0.0 0.0 0.0
H 2.991 1.728 3.790 0.0 0.0 0.0
H 1.633 0.154 2.547 0.0 0.0 0.0
C 2.949 -2.014 0.497 0.0 0.0 0.0
C 3.374 -1.913 -0.962 0.1 0.1 0.0
C 2.304 -2.317 -1.979 -0.1 0.0 -0.1
C 0.884 -1.789 -1.686 0.0 0.1 0.2
Ge 0.817 0.147 -1.575 0.2 -0.2 -0.5
C -0.193 1.110 -2.887 0.0 0.0 0.0
C 0.695 0.800 -4.146 0.0 0.0 0.0
C 1.723 1.882 -4.456 0.0 0.0 0.0
C 2.927 1.826 -3.528 0.0 0.0 0.0
H 3.774 -1.750 1.158 0.0 0.0 0.0
H 2.636 -3.030 0.752 0.0 0.0 0.0
H 2.116 -1.329 0.730 0.0 0.0 0.0
H 4.235 -2.564 -1.114 0.0 0.1 0.0
H 3.739 -0.901 -1.174 0.0 0.0 0.0
H 2.226 -3.405 -2.032 0.0 0.0 0.0
H 2.612 -1.990 -2.974 0.0 -0.1 0.0
H 0.531 -2.186 -0.728 0.0 0.0 0.0
H 0.166 -2.101 -2.446 0.0 0.1 0.0
H 1.898 0.852 -0.749 -0.1 0.0 0.1
H -0.270 2.181 -2.711 0.0 0.0 0.0
H -1.184 0.673 -3.007 0.0 0.0 0.0
H 0.014 0.623 -4.980 0.0 0.1 0.0
H 1.231 -0.160 -4.037 0.0 0.0 -0.1
H 1.250 2.865 -4.405 0.0 0.0 -0.1
H 2.042 1.756 -5.491 0.1 -0.1 0.0
H 2.676 2.158 -2.512 0.0 0.0 0.0
H 3.729 2.480 -3.866 0.0 0.0 0.0
H 3.345 0.814 -3.480 0.0 0.0 0.0
C -1.210 -1.149 3.577 0.0 0.1 0.1
C -0.675 -1.720 2.277 -0.1 0.2 -0.2
N -1.517 -2.719 1.665 0.1 0.0 -0.2
C -2.452 -2.562 0.707 -0.1 0.1 0.2
S -2.688 -1.001 -0.057 0.1 0.0 0.0
N -3.207 -3.561 0.355 0.0 -0.1 0.0
C -4.302 -3.596 -0.656 0.0 0.0 0.0
C -5.564 -4.168 -0.039 0.0 0.0 0.0
H -0.510 -0.458 4.043 0.0 0.0 0.0
H -1.335 -1.983 4.272 0.0 0.0 0.0
H -2.184 -0.676 3.456 0.0 0.0 0.0
H 0.327 -2.152 2.404 -0.1 -0.1 0.2
H -0.145 -1.016 1.421 -0.1 0.0 -0.1
H -1.499 -3.606 2.160 0.1 -0.1 -0.1
H -3.062 -4.451 0.825 0.0 0.0 0.0
H -3.940 -4.214 -1.478 0.0 0.0 0.0
H -4.452 -2.585 -1.028 0.0 0.0 0.0
H -5.451 -5.227 0.194 0.0 0.0 0.0
H -6.377 -4.079 -0.758 0.0 0.0 0.0
H -5.850 -3.628 0.864 0.0 0.0 0.0

=====

No. 2
79
Properties=species:S:1:pos:R:3:forces:R:3 method="wB97M-V/def2-TZVPD" relative_energy_kj_mol=88.9 molar_mass_g_mol=899.760 fmax_ha_per_bohr=0.014 total_charge=+1 homo_ev="-10.24 / -10.20" multiplicity=2
Ru -0.280 -0.256 -0.397 -0.1 -0.1 -0.6
O 3.973 3.368 -1.579 0.0 0.1 0.0
C 4.446 2.111 -1.750 -0.1 -0.1 0.0
C 5.786 1.892 -2.060 0.0 0.0 0.0
C 6.270 0.610 -2.234 0.0 0.0 0.0
C 5.421 -0.481 -2.101 0.0 0.0 0.0
C 4.092 -0.269 -1.795 0.0 0.0 0.0
C 3.575 1.017 -1.613 0.2 0.3 0.0
C 2.146 1.157 -1.272 -0.4 0.0 0.1
O 1.463 0.033 -1.273 0.0 -0.1 -0.1
N 1.600 2.285 -0.983 0.0 -0.1 -0.1
N 0.232 2.167 -0.699 0.4 0.0 0.1
C -0.268 3.350 -0.605 -0.2 0.0 0.0
S 0.743 4.774 -0.797 0.0 -0.1 0.0
C -0.633 5.952 -0.800 0.0 0.0 0.0
C -1.725 5.414 0.098 0.0 0.0 0.0
S -1.965 3.671 -0.328 0.0 0.0 0.0
H 4.691 3.992 -1.735 0.0 0.0 0.0
H 6.448 2.745 -2.162 0.0 0.0 0.0
H 7.315 0.466 -2.477 0.0 0.0 0.0
H 5.793 -1.486 -2.239 0.0 0.0 0.0
H 3.417 -1.107 -1.695 0.0 0.0 0.0
H -0.999 6.093 -1.816 0.0 0.0 0.0
H -0.250 6.904 -0.432 0.0 0.0 0.0
H -2.679 5.915 -0.069 0.0 0.0 0.0
H -1.456 5.503 1.150 0.0 0.0 0.0
C -1.032 -6.856 -0.053 0.0 0.0 0.0
C -0.398 -5.560 -0.484 0.0 0.0 0.0
O -1.322 -4.481 -0.149 0.0 0.1 0.1
P -0.980 -2.993 -0.540 0.0 0.0 -0.2
S -2.268 -1.720 0.264 -0.1 0.3 0.1
S 0.804 -2.336 0.062 0.2 -0.2 -0.1
O -0.962 -2.906 -2.135 0.0 -0.1 0.2
C -2.174 -3.026 -2.929 0.0 0.0 0.0
C -2.575 -4.466 -3.152 0.0 0.0 0.0
H -0.363 -7.683 -0.288 0.0 0.0 0.0
H -1.975 -7.019 -0.574 0.0 0.0 0.0
H -1.219 -6.858 1.019 0.0 0.0 0.0
H -0.211 -5.532 -1.559 0.0 0.0 0.0
H 0.540 -5.371 0.042 0.0 0.0 0.0
H -1.920 -2.543 -3.871 0.0 0.0 0.0
H -2.963 -2.451 -2.439 0.0 0.0 0.0
H -1.766 -5.025 -3.622 0.0 0.0 0.0
H -3.436 -4.495 -3.820 0.0 0.0 0.0
H -2.857 -4.953 -2.220 0.0 0.0 0.0
C -2.032 -1.633 3.878 0.0 0.0 0.0
C -0.678 -1.789 3.236 0.0 0.0 -0.1
O -0.096 -0.504 2.910 0.2 0.1 -0.1
P -0.094 0.447 1.647 -0.2 0.3 0.6
O -1.206 1.542 1.896 0.1 -0.2 0.1
C -1.145 2.544 2.949 0.1 0.0 -0.1
C -1.970 2.138 4.144 0.0 0.0 0.0
O 1.253 1.247 1.868 -0.2 0.0 0.1
C 2.543 0.594 1.984 -0.1 0.0 -0.1
C 2.994 0.586 3.423 0.1 0.0 0.0
H -2.438 -2.621 4.102 0.0 0.0 0.0
H -2.730 -1.133 3.206 0.0 0.0 0.0
H -1.974 -1.074 4.810 0.0 0.0 0.0
H -0.720 -2.390 2.332 0.0 0.0 0.1
H 0.042 -2.237 3.920 0.0 0.0 0.0
H -1.539 3.444 2.478 0.0 0.0 0.0
H -0.100 2.719 3.202 0.0 0.0 0.0
H -2.997 1.922 3.850 0.0 0.0 0.0
H -1.988 2.955 4.866 0.0 0.0 0.0
H -1.549 1.262 4.631 0.0 -0.1 0.0
H 3.208 1.176 1.347 0.0 0.0 0.0
H 2.471 -0.416 1.570 0.0 0.0 0.0
H 3.058 1.603 3.809 0.0 0.0 0.0
H 3.985 0.136 3.490 0.0 0.0 0.0
H 2.310 0.013 4.047 0.0 0.0 0.0
I -5.993 1.975 -2.137 0.0 0.0 0.0
C -4.046 1.333 -2.244 0.1 0.0 0.0
C -3.262 1.194 -3.367 0.0 0.0 0.0
N -2.052 0.785 -2.943 0.1 0.1 0.0
N -2.006 0.664 -1.608 0.0 -0.1 0.1
C -3.212 0.990 -1.172 -0.1 -0.1 -0.1
H -3.466 1.364 -4.410 0.0 0.0 0.0
H -1.215 0.644 -3.486 0.0 0.0 0.0
H -3.432 0.976 -0.118 0.0 0.0 0.0

=====

No. 3
70
Properties=species:S:1:pos:R:3:forces:R:3 method="wB97M-V/def2-TZVPD" relative_energy_kj_mol=0.0 molar_mass_g_mol=608.324 fmax_ha_per_bohr=0.010 total_charge=+1 homo_ev="-10.31 / -10.90" multiplicity=5
Pd 0.060 1.430 -0.980 0.0 0.5 -0.2
O 4.717 -1.528 -1.207 0.0 0.1 0.1
C 4.052 -1.946 -2.291 0.0 0.0 0.0
C 4.637 -2.992 -3.013 -0.1 0.0 0.0
C 4.026 -3.488 -4.140 0.0 0.0 0.0
C 2.810 -2.964 -4.591 0.0 0.0 0.0
C 2.223 -1.946 -3.885 0.0 0.0 0.0
C 2.819 -1.416 -2.724 0.0 -0.1 -0.1
C 2.097 -0.359 -2.021 0.0 0.3 0.0
O 0.940 -0.022 -2.369 0.0 -0.4 -0.1
N 2.768 0.263 -0.990 -0.1 0.0 0.1
N 2.080 1.252 -0.453 0.4 -0.1 0.2
C 2.684 1.940 0.511 -0.1 -0.2 -0.2
C 2.177 3.092 1.111 0.0 0.1 0.1
C 2.878 3.595 2.254 0.0 -0.1 -0.1
C 2.494 4.729 2.881 -0.1 0.1 0.0
C 1.379 5.474 2.381 0.0 0.0 0.0
C 0.697 5.074 1.283 0.0 0.0 -0.1
C 1.045 3.866 0.582 0.1 0.0 0.0
O 0.411 3.556 -0.461 -0.3 -0.2 0.2
H 4.255 -0.748 -0.840 0.0 0.0 0.0
H 5.580 -3.385 -2.660 0.0 0.0 0.0
H 4.502 -4.292 -4.686 0.0 0.0 0.0
H 2.345 -3.353 -5.485 0.0 0.0 0.0
H 1.283 -1.521 -4.209 0.0 0.0 0.0
H 3.652 1.559 0.828 0.0 0.0 0.0
H 3.731 3.034 2.615 0.0 0.0 0.0
H 3.025 5.088 3.750 0.0 0.0 0.0
H 1.090 6.384 2.892 0.0 0.0 0.0
H -0.136 5.635 0.882 0.0 0.0 0.0
C -0.250 -3.250 -1.274 0.0 0.1 0.0
Si -1.776 -2.217 -1.028 -0.1 -0.2 0.0
C -3.122 -3.185 -0.166 0.0 0.1 0.0
C -2.386 -1.507 -2.653 0.1 0.1 0.0
Si -1.374 -0.096 0.056 -0.1 0.2 0.2
Si -0.307 -0.888 2.203 -0.1 -0.2 -0.3
C -1.518 -1.992 3.080 0.1 0.0 0.1
C -0.058 0.752 3.056 0.0 0.0 -0.1
C 1.275 -1.730 1.713 0.0 0.0 0.1
Si -3.242 1.302 0.572 -0.1 0.0 -0.2
C -4.501 0.398 1.628 0.1 0.0 0.0
C -2.651 2.862 1.426 0.0 -0.1 0.0
C -3.999 1.740 -1.090 0.0 0.0 0.1
H -0.506 -4.074 -1.946 0.0 0.0 0.0
H 0.123 -3.692 -0.350 0.0 0.0 0.0
H 0.550 -2.680 -1.742 0.0 0.0 0.0
H -3.422 -4.018 -0.806 0.0 0.0 -0.1
H -4.008 -2.581 0.028 0.0 0.0 0.0
H -2.783 -3.611 0.777 0.0 0.0 0.0
H -2.474 -2.340 -3.358 0.0 0.0 0.0
H -1.685 -0.788 -3.079 0.0 0.0 0.0
H -3.365 -1.036 -2.563 0.0 0.0 0.0
H -2.463 -1.492 3.287 0.0 0.0 0.0
H -1.071 -2.273 4.040 0.0 0.0 0.0
H -1.716 -2.909 2.528 0.0 0.0 0.0
H -0.944 1.049 3.617 0.0 0.0 0.0
H 0.211 1.556 2.370 0.0 0.0 0.0
H 0.772 0.629 3.760 0.0 0.0 0.0
H 1.104 -2.762 1.410 0.0 0.0 0.0
H 1.937 -1.742 2.585 0.0 0.0 0.0
H 1.799 -1.212 0.909 0.0 0.0 0.0
H -4.112 0.168 2.621 0.0 0.0 0.0
H -4.824 -0.535 1.164 0.0 0.0 0.0
H -5.387 1.023 1.764 0.0 0.0 0.0
H -2.350 2.689 2.460 0.0 0.0 0.0
H -3.475 3.580 1.439 0.0 0.0 0.0
H -1.818 3.325 0.895 0.0 0.0 0.0
H -4.518 0.889 -1.535 0.0 0.0 0.0
H -3.256 2.095 -1.807 0.0 0.0 0.0
H -4.732 2.539 -0.954 0.0 0.0 0.0

=====

No. 4
63
Properties=species:S:1:pos:R:3:forces:R:3 method="wB97M-V/def2-TZVPD" molar_mass_g_mol=451.967 fmax_ha_per_bohr=0.052 total_charge=+1 homo_ev="-10.04 / -11.79" multiplicity=5
O 4.114 -2.363 0.986 1.5 -0.9 0.4
C 3.916 -3.522 1.843 -0.3 -0.3 0.1
C 5.403 -3.768 2.053 0.1 0.6 -0.3
H 3.410 -4.326 1.305 -0.2 0.1 0.1
H 3.382 -3.275 2.762 -0.2 0.1 -0.1
C 5.573 -2.548 1.109 0.8 -0.5 0.2
H 5.810 -4.697 1.655 -0.1 0.1 0.1
H 5.792 -3.589 3.057 -0.2 -0.1 -0.1
C 6.236 -2.935 -0.198 0.0 0.2 -0.1
H 5.765 -3.830 -0.619 0.1 0.2 -0.1
H 7.297 -3.151 -0.005 -0.3 0.0 -0.1
H 6.194 -2.103 -0.908 -0.1 -0.2 -0.1
C 6.284 -1.385 1.769 -0.1 0.0 -0.2
H 5.821 -1.153 2.735 0.1 0.1 -0.2
H 6.279 -0.515 1.105 -0.1 0.0 0.2
H 7.332 -1.674 1.934 -0.3 0.1 0.0
Pd -1.992 1.955 -0.749 1.4 -1.0 0.2
C -2.418 3.865 0.532 -0.3 -0.3 0.5
C -3.386 2.865 0.844 0.1 -0.3 0.8
C -2.688 1.742 1.427 -1.1 0.8 0.5
H -4.458 2.943 0.673 0.5 0.0 0.1
C -1.304 2.077 1.514 0.3 0.8 0.0
C -1.133 3.379 0.953 0.1 -0.2 1.0
H -0.191 3.919 0.880 -0.3 -0.2 0.1
H -2.628 4.821 0.060 0.1 -0.3 0.2
H -3.152 0.811 1.773 0.3 0.5 -0.2
H -0.519 1.470 1.973 -0.4 0.2 -0.4
C -1.983 3.392 -2.747 -0.1 -0.7 -0.9
C -0.904 3.776 -1.906 0.8 0.0 -0.3
C -0.026 2.653 -1.750 -0.1 -0.2 -0.7
H -0.731 4.768 -1.493 -0.1 -0.3 -0.1
C -0.553 1.576 -2.541 0.6 1.1 -0.2
C -1.746 2.054 -3.178 0.2 1.1 -0.5
H -2.350 1.501 -3.891 0.1 0.2 0.3
H -2.811 4.028 -3.056 0.3 -0.3 0.1
H 0.906 2.644 -1.194 -0.3 0.0 -0.1
H -0.090 0.605 -2.667 -0.2 0.1 0.1
O 0.002 -0.323 -0.354 -0.7 0.3 0.2
C 1.280 0.105 0.134 0.2 0.2 -0.4
C 1.729 -0.928 1.154 -0.2 0.3 0.1
H 1.244 1.123 0.570 -0.2 -0.4 -0.2
H 1.939 0.144 -0.749 -0.1 0.0 0.3
C 0.752 -2.101 0.968 0.2 0.2 -0.6
H 1.645 -0.495 2.156 0.1 -0.2 0.0
H 2.756 -1.215 0.945 -0.3 0.1 0.4
C -0.497 -1.388 0.470 -0.2 -0.1 0.1
H 0.605 -2.684 1.878 0.0 0.0 -0.2
H 1.117 -2.736 0.146 0.0 0.0 0.4
H -1.094 -1.009 1.323 0.2 0.1 -0.3
H -1.156 -1.989 -0.169 0.2 0.1 0.2
C -5.536 0.675 0.119 -0.2 -0.2 0.0
C -4.601 -0.062 -0.843 0.3 0.1 0.1
C -5.456 -0.730 -1.947 0.1 -0.2 0.0
C -3.573 0.821 -1.548 -2.3 -0.9 -1.0
H -5.814 1.655 -0.287 -0.1 -0.2 0.0
H -5.109 0.817 1.115 -0.1 0.0 -0.2
H -6.451 0.081 0.232 0.1 0.2 0.1
H -4.021 -0.818 -0.288 -0.4 -0.1 -0.1
H -5.972 0.017 -2.571 0.2 -0.1 0.3
H -4.839 -1.337 -2.620 -0.1 0.1 0.2
H -6.224 -1.378 -1.501 0.2 0.1 -0.1
H -3.036 0.165 -2.258 0.1 0.3 0.2
H -4.140 1.580 -2.113 0.2 -0.3 0.0